Molecular formula: C3H2Br2
Method: DFT, ωB97M-V/def2-TZVPD

The frontier orbital gap is 7.671 eV. For the strongest force on any atom, the calculation gives 4.11 eV/A. For the total energy, the calculation gives -5263.3247 a.u. For the energy above the lowest of the compared OMol25 structures with the same formula, charge and spin, the calculation gives 271.76 kJ/mol. As for the LUMO energy: -0.960 eV. The value obtained for the molar mass is 197.857 g/mol.

```
! wB97M-V def2-TZVPD RIJCOSX def2/J DEFGRID3
* xyz 0 1
C 0.209 -0.801 -1.190
Br -2.544 0.584 1.083
C 1.267 -0.340 -0.936
Br 0.392 0.635 2.196
C -0.886 1.101 0.901
H 2.193 -0.017 -0.388
H -0.632 -1.163 -1.666
*
```

Mulliken charges, unit e, in atom order: number 1, C, carries -0.538; number 2, Br, carries 0.084; number 3, C, carries -0.223; number 4, Br, carries -0.021; number 5, C, carries -0.094; number 6, H, carries 0.347; number 7, H, carries 0.444

Molecular formula: C42H46BN8O3PRu
Method: DFT, ωB97M-V/def2-TZVPD

The frontier orbital gap (alpha / beta) is 8.328 / 5.536 eV. For the strongest force on any atom, the calculation gives 1.45 eV/A. For the total energy, the calculation gives -2752.7275 a.u. As for the LUMO energy (alpha / beta): -2.129 / -4.924 eV. The value obtained for the molar mass is 853.739 g/mol.

```
! wB97M-V def2-TZVPD RIJCOSX def2/J DEFGRID3
* xyz 1 6
H 3.887 3.807 0.193
C -3.633 -3.857 0.382
H -3.946 2.976 0.129
H 0.533 3.977 3.854
N -3.170 -0.697 2.162
H -5.894 -0.054 4.043
H -2.288 3.130 -3.456
H 1.951 0.132 1.588
C 1.988 3.082 0.908
C 2.973 1.802 -1.579
H -2.761 1.964 -0.718
H 3.079 3.970 -2.109
C 3.344 4.675 2.078
C -1.559 -3.429 4.824
H 1.967 -2.168 0.400
C 1.415 -0.006 -2.307
P 1.480 1.814 -0.371
H 5.050 1.379 -0.836
C -0.035 5.285 -2.166
Ru -0.835 -0.640 0.037
C 2.411 4.738 3.108
C 1.271 3.955 3.062
H -2.204 -1.137 -2.599
H -3.456 -2.766 2.999
C -0.767 -2.998 3.640
C -4.237 -0.099 2.729
H 1.307 -3.666 4.033
H -4.479 -0.883 4.704
H -2.169 -2.611 5.205
C 0.587 -3.179 3.397
C 4.583 2.944 -3.110
H 0.165 -5.116 -2.422
N -1.288 -2.347 2.588
H 5.765 -0.283 -3.648
O -0.011 1.519 0.673
C 3.546 3.008 -2.264
C 1.080 3.126 1.964
C 4.087 0.893 -0.993
H -4.592 -5.707 0.752
C 0.872 -1.037 -3.282
N 1.310 -2.395 -3.018
H 1.180 -0.769 -4.290
H 2.631 1.041 -3.680
H -0.217 -1.005 -3.214
C 0.742 -3.119 -2.038
C 0.413 3.035 -1.384
C 2.396 0.529 0.679
H 6.156 1.976 -4.223
C 2.097 -2.652 1.363
C 2.681 0.705 -2.642
C -4.381 1.146 2.139
H 1.901 -2.848 -3.693
C 1.037 -4.592 -2.027
C -0.054 2.181 1.849
O -0.007 -2.603 -1.207
C 3.144 3.849 0.980
H 4.241 5.280 2.133
C -0.690 2.604 -2.125
H 2.384 -3.693 1.205
H 0.226 6.336 -2.168
H 4.290 -0.453 0.756
C 3.610 0.231 0.252
C -1.103 4.833 -2.922
N -2.979 -2.755 0.788
H 4.917 3.874 -3.555
H 1.907 -4.847 -2.627
H -4.959 -4.463 1.954
H 2.587 5.389 3.954
C -3.008 -2.671 -1.389
C 0.708 4.397 -1.397
H -2.225 -4.256 4.570
H -2.214 -2.735 -3.388
H -5.133 1.885 2.360
O -0.903 1.981 2.681
C -4.175 -4.879 1.320
H -2.253 2.994 0.626
C 0.832 -2.609 2.149
H -1.679 5.524 -3.524
C -2.767 -2.064 -2.731
C -3.059 2.359 0.254
C 4.043 0.030 -2.289
C -3.673 -3.838 -1.007
N -2.638 0.126 1.232
H -4.137 -4.570 -1.647
C -1.439 3.490 -2.887
C -5.067 -0.717 3.801
H 4.026 -1.053 -2.153
N -0.312 -2.092 1.681
H -3.712 -1.822 -3.218
C 5.334 1.762 -3.550
N 0.746 0.364 -1.300
C -3.351 1.247 1.202
H -0.886 -3.762 5.610
H -5.474 -1.676 3.482
H -3.387 -5.262 1.969
H -0.986 1.564 -2.103
H 1.505 4.789 -0.782
C 5.115 0.480 -3.237
B -2.779 -2.180 2.221
H 1.179 -4.920 -0.999
N -2.610 -2.033 -0.289
H 2.908 -2.165 1.900
*
```

Mulliken population analysis, charges in e, atoms 1 to 99: number 1, H, carries 0.356; number 2, C, carries 0.820; number 3, H, carries 0.518; number 4, H, carries 0.579; number 5, N, carries 0.069; number 6, H, carries 0.397; number 7, H, carries 0.465; number 8, H, carries 0.802; number 9, C, carries 0.663; number 10, C, carries 1.984; number 11, H, carries 0.049; number 12, H, carries 0.382; number 13, C, carries -0.683; number 14, C, carries -1.477; number 15, H, carries -0.120; number 16, C, carries -1.572; number 17, P, carries 3.685; number 18, H, carries 0.721; number 19, C, carries -0.897; number 20, Ru, carries 0.457; number 21, C, carries -0.853; number 22, C, carries -0.664; number 23, H, carries -0.118; number 24, H, carries -0.105; number 25, C, carries 0.839; number 26, C, carries 0.803; number 27, H, carries 0.569; number 28, H, carries 0.234; number 29, H, carries 0.268; number 30, C, carries -1.722; number 31, C, carries -0.773; number 32, H, carries 0.330; number 33, N, carries 0.403; number 34, H, carries 0.413; number 35, O, carries 1.278; number 36, C, carries -1.378; number 37, C, carries -0.263; number 38, C, carries -0.449; number 39, H, carries 0.400; number 40, C, carries -1.571; number 41, N, carries 0.047; number 42, H, carries 0.738; number 43, H, carries 1.012; number 44, H, carries -0.328; number 45, C, carries 0.339; number 46, C, carries 1.196; number 47, C, carries -0.458; number 48, H, carries 0.428; number 49, C, carries -1.017; number 50, C, carries -0.634; number 51, C, carries -1.675; number 52, H, carries 0.339; number 53, C, carries -1.439; number 54, C, carries -0.901; number 55, O, carries -0.216; number 56, C, carries -0.760; number 57, H, carries 0.474; number 58, C, carries -0.996; number 59, H, carries 0.442; number 60, H, carries 0.462; number 61, H, carries 0.393; number 62, C, carries -2.310; number 63, C, carries -0.849; number 64, N, carries 0.352; number 65, H, carries 0.469; number 66, H, carries 0.438; number 67, H, carries 0.242; number 68, H, carries 0.407; number 69, C, carries 0.544; number 70, C, carries -0.662; number 71, H, carries 0.260; number 72, H, carries 0.293; number 73, H, carries 0.536; number 74, O, carries -0.599; number 75, C, carries -1.346; number 76, H, carries 0.097; number 77, C, carries 0.183; number 78, H, carries 0.411; number 79, C, carries -0.928; number 80, C, carries -1.141; number 81, C, carries 0.289; number 82, C, carries -1.591; number 83, N, carries 1.604; number 84, H, carries 0.546; number 85, C, carries -0.653; number 86, C, carries -1.427; number 87, H, carries 0.770; number 88, N, carries 1.381; number 89, H, carries 0.451; number 90, C, carries -0.709; number 91, N, carries 0.840; number 92, C, carries 0.430; number 93, H, carries 0.409; number 94, H, carries 0.271; number 95, H, carries 0.234; number 96, H, carries 0.315; number 97, H, carries 0.410; number 98, C, carries -1.276; number 99, B, carries -1.087

Molecular formula: C5H11N
Method: DFT, ωB97M-V/def2-TZVPD

The frontier orbital gap (alpha / beta) is 8.131 / 8.130 eV. For the strongest force on any atom, the calculation gives 0.36 eV/A. For the total energy, the calculation gives -251.7216 a.u. For the energy above the lowest of the compared OMol25 structures with the same formula, charge and spin, the calculation gives 370.13 kJ/mol. As for the LUMO energy (alpha / beta): 0.997 / 0.997 eV. The value obtained for the molar mass is 85.150 g/mol.

```
! wB97M-V def2-TZVPD RIJCOSX def2/J DEFGRID3
* xyz 0 1
H -1.916 -1.739 1.054
H -0.411 -2.481 0.459
H -1.919 2.204 -2.030
H 1.759 -0.139 -1.265
C -1.084 1.549 -1.770
H -1.147 0.633 -2.365
H 1.315 -1.034 2.485
H -1.340 -1.372 -0.574
C 1.948 0.068 -0.218
H -1.128 1.296 -0.706
C -1.018 -1.559 0.457
H 0.728 0.703 2.666
N 0.970 -0.036 0.629
H 2.903 0.439 0.130
C -0.261 -0.387 0.979
C 0.743 -0.201 2.055
H -0.140 2.056 -1.986
*
```

Mulliken charges, unit e, in atom order: number 1, H, carries 0.291; number 2, H, carries 0.350; number 3, H, carries 0.331; number 4, H, carries 0.274; number 5, C, carries -0.914; number 6, H, carries 0.213; number 7, H, carries 0.276; number 8, H, carries 0.195; number 9, C, carries -0.495; number 10, H, carries 0.153; number 11, C, carries -0.996; number 12, H, carries 0.209; number 13, N, carries 0.118; number 14, H, carries 0.248; number 15, C, carries 0.097; number 16, C, carries -0.577; number 17, H, carries 0.227